No. 1
{"formula": "C38H72Cl16N2O3P", "method": "ωB97M-V with the def2-TZVPD basis set", "e_lumo_ha": 0.0511, "total_charge": -1, "e_homo_ev": -3.47, "homo_lumo_gap_ha": 0.1785, "elements": ["C", "C", "O", "C", "P", "C", "C", "N", "C", "C", "C", "C", "C", "C", "C", "C", "C", "C", "C", "C", "N", "C", "C", "C", "C", "C", "O", "O", "H", "H", "H", "H", "H", "H", "H", "H", "H", "H", "H", "H", "H", "H", "H", "H", "H", "H", "H", "H", "H", "H", "H", "H", "H", "H", "H", "H", "H", "H", "H", "H", "H", "H", "H", "H", "H", "H", "H", "H", "Cl", "C", "C", "Cl", "H", "H", "H", "H", "Cl", "C", "C", "Cl", "H", "H", "H", "H", "Cl", "C", "C", "Cl", "H", "H", "H", "H", "Cl", "C", "C", "Cl", "H", "H", "H", "H", "Cl", "C", "C", "Cl", "H", "H", "H", "H", "Cl", "C", "C", "Cl", "H", "H", "H", "H", "Cl", "C", "C", "Cl", "H", "H", "H", "H", "Cl", "C", "C", "Cl", "H", "H", "H", "H"], "positions_angstrom": [[0.870, -2.358, 4.871], [-0.048, -3.495, 4.275], [0.488, -3.785, 2.966], [-1.541, -3.071, 4.153], [-2.564, -4.130, 2.905], [-2.098, -5.729, 3.829], [-1.063, -6.596, 3.056], [-1.443, -7.592, 2.380], [-4.179, -3.340, 3.394], [-4.431, -1.899, 2.819], [-4.476, -1.809, 1.247], [-5.741, -1.080, 0.681], [-6.230, 0.175, 1.478], [-5.291, 1.460, 1.392], [-4.023, 1.448, 2.309], [-3.430, 2.913, 2.411], [-2.140, 3.115, 1.515], [-0.857, 2.322, 2.010], [-0.218, 1.629, 0.748], [1.368, 1.648, 0.761], [1.816, 0.768, -0.349], [2.463, -0.407, -0.141], [2.693, -0.978, -1.432], [2.117, -0.036, -2.382], [1.567, 1.076, -1.672], [-3.384, -5.220, 1.558], [-4.376, -5.945, 1.763], [-2.882, -5.150, 0.381], [0.644, -2.266, 5.957], [1.939, -2.672, 4.774], [0.763, -1.404, 4.311], [0.101, -4.401, 4.905], [0.271, -2.996, 2.445], [-1.550, -2.001, 3.817], [-2.003, -3.074, 5.177], [-1.785, -3.540, 1.849], [-1.786, -5.543, 4.886], [-3.028, -6.343, 3.903], [0.021, -6.380, 3.024], [-2.461, -7.687, 2.470], [-4.149, -3.225, 4.511], [-5.067, -3.979, 3.192], [-3.569, -1.266, 3.149], [-5.337, -1.506, 3.331], [-3.519, -1.377, 0.873], [-4.504, -2.854, 0.846], [-5.471, -0.706, -0.341], [-6.582, -1.794, 0.507], [-7.172, 0.512, 0.970], [-6.511, -0.038, 2.529], [-5.945, 2.283, 1.787], [-5.068, 1.732, 0.336], [-3.294, 0.734, 1.872], [-4.254, 1.108, 3.341], [-4.207, 3.653, 2.117], [-3.142, 3.137, 3.465], [-1.923, 4.205, 1.523], [-2.419, 2.830, 0.475], [-0.129, 2.978, 2.528], [-1.233, 1.504, 2.669], [-0.488, 0.544, 0.711], [-0.561, 2.071, -0.208], [1.738, 1.184, 1.706], [1.772, 2.676, 0.652], [2.751, -0.829, 0.826], [3.170, -1.945, -1.604], [2.097, -0.169, -3.475], [1.040, 1.973, -2.016], [0.136, 0.853, -5.270], [1.105, 2.154, -6.004], [1.884, 2.937, -4.974], [0.821, 3.909, -3.924], [0.433, 2.796, -6.572], [1.794, 1.678, -6.703], [2.557, 3.632, -5.471], [2.480, 2.282, -4.337], [-2.672, 1.707, -9.058], [-3.227, 1.325, -7.403], [-3.705, 2.553, -6.666], [-2.373, 3.675, -6.285], [-2.411, 0.835, -6.877], [-4.045, 0.613, -7.501], [-4.152, 2.260, -5.717], [-4.452, 3.098, -7.241], [6.175, -2.284, 1.813], [4.902, -3.512, 1.560], [5.210, -4.428, 0.400], [5.126, -3.585, -1.169], [3.956, -2.993, 1.419], [4.837, -4.092, 2.481], [4.476, -5.234, 0.366], [6.201, -4.873, 0.491], [7.505, -1.818, -1.488], [7.458, -0.361, -2.520], [6.543, 0.719, -1.979], [4.808, 0.284, -2.048], [7.163, -0.671, -3.521], [8.479, 0.021, -2.568], [6.661, 1.625, -2.577], [6.784, 0.958, -0.943], [5.705, -4.753, 7.446], [7.017, -5.071, 6.283], [6.566, -4.900, 4.852], [5.408, -6.161, 4.355], [7.394, -6.076, 6.466], [7.815, -4.362, 6.504], [7.423, -4.977, 4.183], [6.097, -3.930, 4.693], [-2.394, 6.989, 0.924], [-0.891, 7.547, 0.145], [-0.417, 6.600, -0.932], [0.149, 5.049, -0.262], [-0.138, 7.680, 0.920], [-1.106, 8.522, -0.293], [0.425, 7.041, -1.464], [-1.205, 6.388, -1.653], [-1.469, 0.240, -1.955], [-3.180, 0.391, -2.417], [-3.569, -0.597, -3.491], [-2.796, -0.223, -5.058], [-3.356, 1.419, -2.734], [-3.768, 0.206, -1.518], [-4.646, -0.561, -3.654], [-3.300, -1.615, -3.215], [1.510, 7.507, -3.573], [3.012, 8.072, -4.347], [3.490, 7.128, -5.424], [4.059, 5.579, -4.756], [3.762, 8.205, -3.570], [2.795, 9.048, -4.782], [4.332, 7.572, -5.955], [2.704, 6.916, -6.148]]}



No. 2
{"formula": "C4H7NS", "method": "ωB97M-V with the def2-TZVPD basis set", "e_lumo_ha": [0.0385, -0.0527], "s_squared": 2.013, "total_charge": 0, "multiplicity": 3, "e_homo_ev": [-6.04, -8.53], "homo_lumo_gap_ha": [0.2603, 0.2606], "elements": ["C", "C", "C", "C", "N", "S", "H", "H", "H", "H", "H", "H", "H"], "positions_angstrom": [[0.694, 0.919, -0.516], [-0.621, -1.679, 0.578], [-0.389, 1.528, 0.199], [-0.334, -1.255, -0.798], [-1.546, -0.934, -0.270], [-2.111, 0.601, -0.041], [0.852, 1.147, -1.553], [1.514, 0.491, 0.027], [-0.949, -2.680, 0.828], [-0.112, -1.148, 1.375], [-0.270, 1.535, 1.278], [-0.708, 2.494, -0.179], [-0.094, -1.750, -1.712]]}



No. 3
{"formula": "C52H52Br2N5O7Rb", "method": "ωB97M-V with the def2-TZVPD basis set", "e_lumo_ha": 0.1144, "total_charge": -2, "e_homo_ev": -1.71, "homo_lumo_gap_ha": 0.1772, "elements": ["Rb", "C", "C", "C", "C", "C", "C", "Br", "C", "C", "Br", "C", "O", "C", "N", "H", "H", "H", "H", "H", "H", "C", "C", "C", "O", "C", "C", "O", "C", "O", "C", "C", "C", "C", "C", "C", "C", "C", "C", "C", "C", "C", "C", "O", "C", "C", "C", "C", "C", "C", "C", "C", "C", "C", "C", "C", "H", "H", "H", "H", "H", "H", "H", "H", "H", "H", "H", "H", "H", "H", "H", "H", "H", "H", "H", "H", "H", "H", "H", "H", "H", "H", "H", "H", "C", "N", "C", "C", "O", "N", "C", "C", "H", "H", "H", "H", "H", "H", "H", "H", "H", "H", "H", "H", "N", "C", "O", "C", "C", "C", "N", "C", "C", "H", "H", "H", "H", "H", "H"], "positions_angstrom": [[-3.749, -22.884, 12.939], [-7.226, -21.172, 15.075], [-6.699, -22.182, 16.029], [-7.490, -22.658, 17.076], [-6.995, -23.559, 17.971], [-5.631, -23.931, 17.873], [-4.941, -24.693, 18.830], [-5.694, -25.317, 20.458], [-3.588, -25.053, 18.733], [-2.873, -24.605, 17.622], [-1.100, -25.255, 17.515], [-3.448, -23.747, 16.585], [-2.719, -23.335, 15.636], [-4.871, -23.398, 16.755], [-5.392, -22.525, 15.882], [-8.303, -21.121, 14.997], [-6.873, -21.386, 14.074], [-6.814, -20.202, 15.329], [-8.469, -22.239, 17.188], [-7.595, -24.017, 18.760], [-3.080, -25.673, 19.499], [-6.427, -25.370, 6.246], [-7.061, -25.141, 7.611], [-8.592, -25.262, 7.461], [-6.632, -26.114, 8.604], [-6.364, -25.400, 9.836], [-6.310, -23.939, 9.453], [-6.688, -23.879, 8.093], [-7.108, -22.818, 10.430], [-6.204, -22.424, 11.361], [-8.430, -23.314, 11.141], [-9.690, -22.740, 10.976], [-10.746, -23.117, 11.809], [-10.568, -24.012, 12.878], [-9.302, -24.565, 13.042], [-8.247, -24.194, 12.226], [-7.307, -21.571, 9.526], [-6.335, -20.560, 9.471], [-6.569, -19.374, 8.800], [-7.759, -19.202, 8.083], [-8.621, -20.269, 7.953], [-8.404, -21.453, 8.649], [-5.074, -26.003, 10.551], [-4.851, -25.264, 11.696], [-3.782, -25.974, 9.695], [-3.688, -26.741, 8.513], [-2.525, -26.887, 7.807], [-1.349, -26.199, 8.199], [-1.412, -25.401, 9.326], [-2.627, -25.275, 10.068], [-5.414, -27.501, 10.889], [-4.413, -28.177, 11.574], [-4.597, -29.496, 11.962], [-5.848, -30.083, 11.803], [-6.874, -29.442, 11.141], [-6.635, -28.148, 10.656], [-6.677, -26.383, 5.915], [-5.341, -25.254, 6.273], [-6.797, -24.660, 5.486], [-8.864, -26.234, 7.015], [-8.931, -24.540, 6.735], [-9.059, -25.104, 8.427], [-7.205, -25.602, 10.504], [-5.294, -23.497, 9.534], [-9.879, -22.013, 10.176], [-11.766, -22.776, 11.617], [-11.363, -24.227, 13.572], [-9.068, -25.314, 13.779], [-7.251, -24.564, 12.425], [-5.401, -20.695, 9.995], [-5.815, -18.580, 8.800], [-7.982, -18.265, 7.594], [-9.476, -20.168, 7.246], [-9.037, -22.338, 8.498], [-4.645, -27.202, 8.198], [-2.457, -27.627, 7.021], [-0.426, -26.274, 7.626], [-0.527, -24.928, 9.715], [-2.582, -24.638, 10.924], [-3.506, -27.662, 11.888], [-3.733, -30.034, 12.304], [-5.963, -31.135, 12.109], [-7.845, -29.913, 11.010], [-7.390, -27.590, 10.113], [-0.578, -22.408, 7.838], [-1.300, -21.700, 8.906], [-2.484, -20.963, 8.521], [-1.139, -21.934, 10.255], [-2.156, -22.082, 11.014], [0.135, -21.964, 10.722], [1.285, -21.537, 9.968], [0.346, -22.096, 12.170], [-1.324, -22.813, 7.120], [0.018, -23.250, 8.221], [0.039, -21.652, 7.288], [-2.280, -19.994, 8.072], [-3.002, -20.755, 9.444], [-3.098, -21.562, 7.838], [1.023, -20.911, 9.116], [1.869, -22.392, 9.633], [1.900, -20.890, 10.640], [-0.636, -22.317, 12.622], [0.742, -21.167, 12.614], [1.032, -22.905, 12.406], [-2.929, -15.123, 14.873], [-2.364, -16.248, 15.406], [-1.579, -16.138, 16.374], [-2.757, -17.558, 14.854], [-3.412, -17.755, 13.643], [-3.737, -19.037, 13.251], [-3.481, -20.121, 13.994], [-2.852, -19.940, 15.185], [-2.440, -18.702, 15.633], [-2.485, -14.249, 15.074], [-3.401, -15.213, 13.986], [-3.771, -16.936, 13.038], [-4.190, -19.200, 12.296], [-2.593, -20.848, 15.755], [-1.905, -18.606, 16.583]]}